Molecular formula: C40H35KN11O2S3
Method: DFT, ωB97M-V with the def2-TZVPD basis set

- DFT total energy (eV) = -111369.85690
- frontier orbital gap (eV) = 4.5
- charge = -1

Last column: Mulliken charge in e.
Element x y z (Å)
K 0.42 0.12 -0.66  1.19
N 2.45 2.84 2.97  0.14
C 2.43 1.67 2.32  -0.62
N 1.40 1.64 1.50  0.74
C 0.83 2.86 1.69  0.28
N 1.44 3.62 2.57  -0.92
C -0.36 3.29 0.95  -0.18
C -0.90 4.56 1.09  -0.41
N -1.98 4.94 0.41  -0.69
C -2.51 4.05 -0.42  -0.58
C -1.97 2.78 -0.57  -0.60
N -0.89 2.40 0.12  0.96
H 3.12 3.17 3.64  0.17
H 3.15 0.87 2.45  0.38
H -0.45 5.28 1.76  0.53
H -3.38 4.34 -0.98  0.44
H -2.39 2.05 -1.26  0.40
S 0.12 -0.05 -3.72  -0.45
C 0.64 -1.63 -4.29  0.33
C 0.25 -2.00 -5.59  -0.64
C 0.58 -3.21 -6.17  -0.52
C 1.32 -4.13 -5.45  -0.63
C 1.72 -3.80 -4.16  -0.64
C 1.40 -2.58 -3.55  0.18
S 1.96 -2.38 -1.87  -0.63
H -0.33 -1.27 -6.15  0.38
H 0.25 -3.43 -7.18  0.34
H 1.60 -5.09 -5.87  0.33
H 2.29 -4.51 -3.58  0.35
N 3.04 -1.20 1.03  0.21
C 3.28 -1.54 2.32  -1.35
C 4.50 -1.39 2.95  -0.14
C 4.65 -1.67 4.33  -0.74
C 3.59 -2.07 5.10  -0.89
C 2.32 -2.23 4.49  1.20
C 1.17 -2.64 5.20  -0.73
C -0.03 -2.76 4.55  -0.87
C -0.08 -2.46 3.17  -0.38
N 0.97 -2.07 2.48  -0.12
C 2.15 -1.96 3.12  0.89
H 3.80 -1.14 0.37  0.20
H 2.20 -1.61 0.63  -0.18
H 5.36 -1.08 2.37  0.47
H 5.63 -1.55 4.77  0.37
H 3.72 -2.28 6.15  0.36
H 1.25 -2.86 6.26  0.39
H -0.92 -3.07 5.06  0.42
H -1.01 -2.54 2.62  0.63
O -6.58 0.15 2.84  -0.50
C -5.46 0.70 3.50  -0.62
C -4.20 0.35 2.76  0.28
C -2.97 0.72 3.30  -1.33
C -1.83 0.39 2.59  -0.64
N -1.84 -0.25 1.42  1.10
C -3.01 -0.61 0.91  0.05
C -4.22 -0.33 1.56  -0.75
C -2.97 -1.33 -0.41  0.86
C -4.13 -1.64 -1.12  -0.99
C -4.00 -2.30 -2.34  0.64
C -5.22 -2.70 -3.12  -0.87
O -5.87 -3.84 -2.55  -0.53
C -2.73 -2.61 -2.79  -0.87
C -1.63 -2.25 -2.02  -0.56
N -1.76 -1.63 -0.86  -0.16
H -7.38 0.44 3.30  0.30
H -5.38 0.33 4.53  0.31
H -5.53 1.80 3.55  0.31
H -2.89 1.24 4.24  0.45
H -0.84 0.66 2.96  0.42
H -5.17 -0.63 1.14  0.58
H -5.11 -1.38 -0.76  0.38
H -4.94 -2.89 -4.16  0.33
H -5.96 -1.90 -3.12  0.34
H -5.20 -4.50 -2.38  0.35
H -2.58 -3.10 -3.75  0.42
H -0.62 -2.47 -2.34  0.55
N 4.21 -0.20 -1.82  -0.19
C 3.93 1.13 -1.93  0.18
N 2.79 1.66 -1.63  0.43
C 2.80 3.02 -1.87  -1.03
C 1.71 3.87 -1.73  0.08
C 1.86 5.23 -1.98  -0.56
C 3.09 5.75 -2.39  -0.53
C 4.18 4.91 -2.57  -0.42
C 4.02 3.56 -2.31  0.72
S 5.17 2.26 -2.49  -0.38
H 3.39 -0.84 -1.93  -0.35
H 5.00 -0.51 -2.37  0.28
H 0.75 3.46 -1.45  0.42
H 1.01 5.89 -1.87  0.41
H 3.19 6.81 -2.59  0.35
H 5.13 5.31 -2.91  0.37

***

Molecular formula: C4H11N2
Method: DFT, ωB97M-V with the def2-TZVPD basis set

- multiplicity = 2
- DFT total energy (eV) = -7300.80865
- frontier orbital gap (alpha / beta) (eV) = 3.7 / 8.1
- ⟨S²⟩ = 0.754

Last column: natural (NBO) charge in e.
Element x y z (Å)
C -0.70 1.32 0.10  -0.22
C -0.63 -0.09 -0.42  -0.42
C 0.69 -0.76 -0.08  -0.17
C 0.48 -1.96 0.56  -0.72
N 2.12 -0.32 -0.40  -0.68
N -2.15 1.70 0.03  -0.86
H -0.35 1.33 1.13  0.16
H 0.06 1.89 -0.49  0.16
H -0.87 -0.06 -1.51  0.18
H -1.48 -0.81 -0.05  0.22
H -0.51 -2.41 0.88  0.22
H 1.41 -2.63 0.74  0.15
H 2.52 -1.14 -0.25  0.42
H 2.33 0.30 0.38  0.39
H 2.21 0.02 -1.40  0.43
H -2.74 0.98 0.34  0.36
H -2.37 2.64 0.43  0.36

***

Molecular formula: C5H12O3
Method: DFT, ωB97M-V with the def2-TZVPD basis set

- DFT total energy (eV) = -11521.55099
- frontier orbital gap (eV) = 8.7

Last column: natural (NBO) charge in e.
Element x y z (Å)
C -2.44 0.93 0.57  0.67
C -1.09 -2.10 0.54  -0.86
O -2.00 1.33 -0.46  -0.58
O -1.84 1.15 1.74  -0.67
H -0.18 1.61 -1.20  0.51
H -2.29 0.74 2.49  0.50
H -3.38 0.36 0.64  0.10
H -1.64 -2.31 1.44  0.20
H -1.77 -1.78 -0.25  0.21
H -0.57 -3.00 0.22  0.22
C 2.67 0.15 -1.52  -0.66
C 1.34 0.72 0.51  -0.58
C 1.50 0.77 -0.80  0.35
O 0.64 1.37 -1.66  -0.70
H 0.50 1.18 1.00  0.20
H 2.06 0.23 1.15  0.20
H -0.36 -1.32 0.72  0.23
H 2.32 -0.70 -2.10  0.22
H 3.09 0.87 -2.21  0.22
H 3.43 -0.19 -0.82  0.22

***

Molecular formula: C5H7NO
Method: DFT, ωB97M-V with the def2-TZVPD basis set

- DFT total energy (eV) = -8834.44909
- frontier orbital gap (eV) = 12.0

Last column: natural (NBO) charge in e.
Element x y z (Å)
C 0.60 1.71 0.29  -0.62
C 0.59 0.46 -0.59  -0.41
C -0.11 -0.75 0.01  0.10
C -1.23 -1.44 -0.64  -0.08
O 0.08 -1.97 -0.69  -0.45
C -0.01 -0.90 1.47  0.26
N 0.05 -0.99 2.62  -0.30
H -0.41 2.09 0.46  0.21
H 1.19 2.50 -0.20  0.22
H 1.06 1.50 1.26  0.22
H 0.12 0.67 -1.55  0.22
H 1.63 0.15 -0.81  0.23
H -1.95 -2.01 -0.05  0.20
H -1.60 -1.03 -1.58  0.19

***

The energy relative to the best compared isomer or geometry (same formula, charge and spin) results, record by record, are as follows: 24.0, 91.5, 28.0, 40.4 kcal/mol.